Below is one molecule with the formula C22H22N4O2S at a distorted geometry, with properties calculated with wB97M-V/def2-TZVPD.

Last column: natural (NBO) charge in e.
Atoms and positions in Å:
S 3.44 1.48 -1.03  0.434
O 0.82 -1.38 -1.56  -0.665
O -1.26 -2.55 2.32  -0.509
N 3.33 -1.67 -3.03  -0.345
N 4.95 -0.12 -2.85  -0.498
N 2.94 -0.70 -2.20  -0.209
N -0.12 2.05 -0.53  -0.437
C -0.53 -1.40 2.36  0.393
C -3.15 -0.16 -0.75  -0.213
C 0.95 1.38 0.20  -0.084
C -1.68 -3.04 1.07  -0.258
C -1.12 1.25 -1.20  -0.250
C -0.14 -0.97 3.63  -0.280
C -4.24 -0.52 0.01  -0.222
C -0.75 3.14 0.19  -0.207
C 0.98 0.91 2.65  -0.251
C 5.38 -2.06 -4.34  -0.648
C 0.57 0.51 1.38  -0.019
C 4.54 -1.28 -3.40  0.343
C 0.62 0.17 3.77  -0.190
C 1.89 0.68 -0.76  -0.251
C 3.93 0.23 -2.10  0.170
C -3.68 1.18 1.60  -0.213
C -4.50 0.14 1.20  -0.217
C -2.58 1.56 0.84  0.074
C 1.81 -0.48 -1.47  0.446
C -1.70 2.68 1.30  -0.476
C -0.17 -0.65 1.24  -0.332
C -2.31 0.87 -0.34  -0.068
H -5.35 -0.14 1.81  0.213
H 5.64 -1.44 -5.20  0.234
H -0.83 -3.25 0.42  0.173
H -3.88 1.70 2.53  0.208
H 1.12 -2.09 -2.15  0.513
H -2.93 -0.68 -1.67  0.208
H -4.88 -1.33 -0.31  0.213
H 1.57 1.81 2.77  0.207
H 0.93 0.49 4.75  0.215
H 0.03 3.79 0.59  0.199
H -2.35 -2.33 0.58  0.190
H -1.48 1.84 -2.05  0.209
H -1.31 3.71 -0.56  0.197
H -2.22 -3.96 1.29  0.197
H -0.65 0.36 -1.61  0.223
H 6.30 -2.36 -3.85  0.233
H -1.12 2.34 2.16  0.228
H 1.56 2.21 0.60  0.217
H 4.84 -2.94 -4.68  0.230
H -0.47 -0.98 0.26  0.234
H -0.43 -1.56 4.49  0.223
H -2.31 3.52 1.62  0.218

Summary:
HOMO energy (eV): -8.308
Calculated total energy (a.u.): -1619.2203
HOMO-LUMO gap (eV): 8.89
Spin multiplicity: 1

---

Below is one molecule with the formula C23H35FN4O, with properties calculated with wB97M-V/def2-TZVPD.

Last column: natural (NBO) charge in e.
Atoms and positions in Å:
F 4.67 5.82 -5.21  -0.324
O -1.00 -4.60 -0.78  -0.719
N -1.85 -1.04 0.93  -0.456
N 0.86 -0.21 0.88  -0.452
N 3.21 2.96 -0.75  -0.182
N 3.34 3.57 0.44  -0.289
C 2.96 2.71 1.36  0.174
C -3.18 -1.44 0.52  -0.201
C -5.48 -4.41 1.47  -0.597
C 3.27 4.20 -4.23  -0.263
C -3.67 -2.69 1.26  -0.409
C -5.16 -2.98 1.03  -0.210
C -0.21 0.73 1.17  -0.236
C 4.57 4.61 -1.81  -0.181
C -0.02 -3.65 -1.12  -0.055
C 3.56 3.67 -1.90  0.131
C 2.96 3.06 2.81  -0.645
C 2.77 1.68 -0.60  0.196
C 4.30 5.12 -4.12  0.384
C -0.48 -2.21 -0.85  -0.472
C 2.60 1.48 0.76  -0.157
C 2.89 3.48 -3.11  -0.218
C 2.59 0.70 -1.70  -0.650
C -0.79 -1.99 0.64  -0.052
C -1.49 0.29 0.49  -0.207
C 4.95 5.34 -2.92  -0.270
C -6.05 -2.00 1.79  -0.605
C 0.48 -1.52 1.37  -0.212
C 2.13 0.23 1.43  -0.230
H 3.65 2.42 3.35  0.219
H 0.28 -1.50 2.46  0.177
H -3.10 -3.56 0.92  0.204
H 1.29 -2.22 1.18  0.195
H 0.85 -3.89 -0.51  0.173
H -2.30 0.97 0.77  0.202
H 0.09 1.72 0.80  0.213
H 2.77 4.07 -5.17  0.230
H -4.89 -5.13 0.91  0.206
H 2.71 -0.30 -1.29  0.234
H -1.81 -4.40 -1.26  0.461
H 3.26 4.09 2.93  0.235
H 2.07 2.79 -3.18  0.223
H -3.48 -2.56 2.32  0.208
H 0.30 -1.52 -1.17  0.230
H -6.53 -4.63 1.31  0.205
H -7.10 -2.23 1.63  0.208
H -5.26 -4.54 2.52  0.202
H -5.85 -2.06 2.86  0.202
H -1.36 0.35 -0.61  0.163
H -1.08 -2.95 1.08  0.222
H -3.84 -0.60 0.78  0.196
H 1.96 2.92 3.23  0.219
H 2.07 0.40 2.52  0.179
H -5.37 -2.89 -0.04  0.188
H 3.33 0.86 -2.48  0.228
H -0.39 0.80 2.26  0.166
H 0.26 -3.75 -2.18  0.161
H 1.59 0.77 -2.13  0.224
H 5.74 6.08 -2.87  0.232
H 5.05 4.77 -0.86  0.244
H 2.86 -0.57 1.25  0.205
H -1.38 -2.02 -1.45  0.196
H -5.88 -0.97 1.47  0.204
H -3.27 -1.60 -0.57  0.153

Summary:
HOMO energy (eV): -8.356
Calculated total energy (a.u.): -1291.5333
HOMO-LUMO gap (eV): 9.01
Spin multiplicity: 1

---

Below is one molecule with the formula C7H7BrOS at a distorted geometry, with properties calculated with wB97M-V/def2-TZVPD.

Last column: natural (NBO) charge in e.
Atoms and positions in Å:
Br -3.09 -0.28 -0.16  0.048
S -0.91 0.00 1.99  -0.066
O -0.47 -1.68 -0.31  -0.474
C -1.25 1.87 0.11  -0.118
C 1.20 1.53 -0.23  -0.154
C -0.20 -0.42 -0.01  0.378
C 0.07 2.37 -0.05  -0.229
C -1.37 0.45 0.33  -0.314
C 0.53 -2.64 -0.18  -0.264
C 1.09 0.21 -0.25  -0.280
H 0.60 -2.95 0.87  0.193
H 1.94 -0.52 -0.50  0.226
H 0.15 3.38 -0.27  0.212
H 0.15 -3.67 -0.51  0.220
H 2.12 2.08 -0.43  0.224
H 1.45 -2.24 -0.51  0.179
H -2.02 2.50 0.10  0.221

Summary:
HOMO energy (eV): -8.257
Calculated total energy (a.u.): -3318.2638
HOMO-LUMO gap (eV): 7.70
Spin multiplicity: 1

---

Below is C44H39GaN3O4PS2 as an isolated structure, with properties calculated with wB97M-V/def2-TZVPD.

Last column: Löwdin charge in e.
Atoms and positions in Å:
Ga 1.08 -0.08 -1.30  0.785
S -1.71 -0.28 0.66  0.999
S -2.39 2.65 0.83  1.324
P 0.64 -2.74 -0.10  1.005
O -1.04 0.38 -0.52  -0.665
O -0.78 4.55 1.91  -0.018
O -1.78 7.61 1.61  -0.032
O 2.02 0.92 1.72  -0.050
N 2.16 -0.22 0.94  -0.097
N 0.24 6.50 1.40  0.111
N 1.27 2.37 -0.86  -0.016
C 0.77 -3.42 -2.79  -0.128
C -0.58 7.28 2.29  -0.221
C -5.96 2.41 1.09  -0.148
C -4.05 3.39 1.22  -0.424
C -0.64 -5.68 2.51  -0.055
C -1.15 -4.30 -1.64  -0.107
C 0.06 -3.60 -1.59  -0.385
C -0.62 -3.57 3.68  -0.079
C 3.05 -1.04 1.31  -0.089
C -5.31 5.48 1.02  -0.046
C 4.20 -4.76 -0.41  -0.039
C -2.79 -1.54 0.03  -0.387
C -4.08 -2.47 -1.74  -0.051
C -0.19 -2.94 2.51  -0.140
C -4.52 1.48 2.95  -0.001
C -6.62 4.84 0.81  -0.056
C 1.72 3.00 -1.94  -0.131
C 0.81 3.11 0.15  -0.105
C -4.13 -3.47 0.45  -0.046
C -4.77 2.60 0.12  -0.181
C -1.62 -4.83 -2.83  -0.070
C -3.23 -2.52 0.91  -0.080
C 0.01 5.18 1.22  -0.422
C -4.57 -3.43 -0.87  -0.049
C 0.01 -3.67 1.34  -0.361
C -4.13 4.88 1.20  -0.039
C -0.85 -4.94 3.67  -0.064
C 1.75 4.38 -2.07  -0.018
C -0.20 -5.05 1.36  -0.080
C 4.67 -2.76 0.80  -0.026
C -3.19 -1.51 -1.30  -0.066
C 3.35 -2.33 0.66  -0.203
C 0.73 4.50 0.09  -0.093
C -4.99 2.72 2.29  -0.144
C 2.88 -4.36 -0.54  -0.070
C -0.90 -4.65 -4.01  -0.065
C 1.23 5.14 -1.03  0.015
C -3.66 1.58 -0.08  -0.208
C 5.10 -3.95 0.26  -0.045
C 0.29 -3.94 -3.98  -0.062
C -3.07 0.90 1.07  -0.571
C 2.43 -3.15 -0.02  -0.291
C -6.93 3.54 0.85  -0.026
C -3.68 0.62 2.38  -0.074
H -5.38 3.43 3.01  0.161
H 1.71 -2.88 -2.78  0.090
H -3.35 -0.27 2.89  0.115
H 0.86 -3.80 -4.89  0.113
H 1.18 6.22 -1.14  0.123
H 2.08 2.37 -2.75  0.098
H 6.13 -4.26 0.37  0.118
H 5.37 -2.13 1.34  0.120
H -4.98 3.11 -0.82  0.169
H -7.43 5.53 0.62  0.113
H -5.27 -4.17 -1.22  0.120
H 0.85 6.99 0.76  0.137
H -1.73 -4.45 -0.74  0.088
H -2.76 -0.78 -1.98  0.117
H 2.67 0.89 2.44  0.111
H -1.19 -5.44 4.57  0.113
H -2.16 8.40 2.02  0.099
H -2.85 -2.57 1.93  0.104
H -2.54 -5.39 -2.84  0.111
H -0.75 -3.00 4.59  0.109
H -0.01 -5.64 0.47  0.109
H 2.14 4.84 -2.96  0.121
H -0.79 6.67 3.17  0.130
H -0.80 -6.75 2.51  0.114
H -4.49 -4.24 1.12  0.121
H -1.26 -5.07 -4.94  0.112
H -3.23 5.46 1.38  0.093
H -0.01 -1.87 2.52  0.079
H -0.02 8.17 2.58  0.137
H 4.52 -5.71 -0.83  0.119
H 3.69 -0.79 2.17  0.143
H -3.37 1.23 -1.06  0.125
H -5.32 6.56 1.03  0.116
H 0.48 2.59 1.03  0.094
H -7.95 3.25 0.67  0.119
H 2.18 -5.01 -1.05  0.110
H -6.45 1.44 1.13  0.155
H -4.91 1.27 3.94  0.136
H -4.40 -2.47 -2.78  0.122

Summary:
HOMO energy (eV): -12.346
Calculated total energy (a.u.): -5227.1900
HOMO-LUMO gap (eV): 6.98
Spin multiplicity: 1
Net charge: +2

---

Below is a 10-piece molecular cluster, C44H58Br2O3 overall at a distorted geometry, with properties calculated with wB97M-V/def2-TZVPD.

Last column: Löwdin charge in e.
Atoms and positions in Å:
Br 1.84 -1.21 -2.57  0.738
Br -2.17 -1.17 -5.00  0.611
O 0.84 -3.41 1.98  -0.095
O -2.45 1.72 2.27  -0.075
O -0.22 -0.43 2.03  -0.105
C -2.61 -4.09 -1.74  -0.093
C -2.80 -4.41 -3.04  -0.106
C -4.78 -3.78 1.47  -0.116
C -0.75 -0.96 -3.62  -0.650
C -1.67 -4.70 -3.78  -0.122
C 3.32 3.70 2.09  -0.061
C -5.79 1.61 -2.38  -0.063
C 1.70 -3.97 2.91  -0.310
C 4.38 5.78 1.70  -0.126
C 0.68 -1.29 -4.13  -0.630
C 0.71 4.77 -2.69  -0.101
C 5.52 -1.15 0.21  -0.093
C 7.13 0.39 1.14  -0.064
C -4.06 -0.05 -1.77  -0.097
C -2.78 -2.78 2.33  -0.058
C 0.75 4.01 -1.53  -0.067
C -1.46 3.98 -3.22  -0.088
C 3.14 -3.48 2.68  -0.067
C -0.24 -4.40 -1.86  -0.091
C -4.94 -1.56 2.36  -0.097
C -0.40 4.83 -3.51  -0.090
C 3.71 4.97 2.52  -0.112
C 6.02 0.09 0.36  -0.128
C 1.44 0.15 0.31  -0.139
C 7.18 -1.99 1.77  -0.097
C -5.84 1.93 -1.01  -0.110
C 7.73 -0.70 1.83  -0.081
C -2.81 3.82 3.09  -0.085
C 0.03 -0.47 0.57  -0.239
C 6.04 -2.20 1.02  -0.088
C -0.39 3.25 -1.20  -0.092
C -0.44 -4.63 -3.23  -0.117
C -1.86 2.95 2.34  -0.362
C -3.41 -3.90 1.76  -0.097
C -3.57 -1.61 2.60  -0.082
C 3.76 3.30 0.81  -0.109
C -5.12 1.26 -0.07  -0.106
C -1.50 3.27 -2.02  -0.087
C 4.81 5.37 0.47  -0.101
C 4.48 4.13 -0.04  -0.091
C -1.36 -4.11 -1.10  -0.081
C -4.91 0.54 -2.70  -0.099
C -5.53 -2.68 1.79  -0.098
C -4.17 0.32 -0.44  -0.088
H 4.74 -1.35 -0.51  0.090
H -3.48 -3.94 -1.12  0.091
H -1.17 -3.92 -0.06  0.070
H -1.82 1.06 1.97  0.040
H -6.44 2.11 -3.07  0.094
H -2.83 -4.78 1.52  0.094
H -4.85 0.16 -3.71  0.072
H 3.44 2.32 0.49  0.073
H -6.53 -2.48 1.42  0.104
H 7.63 -2.80 2.33  0.098
H -1.85 -5.04 -4.79  0.110
H 1.61 1.01 0.96  0.057
H 5.41 6.09 -0.06  0.102
H 3.70 -3.65 3.59  0.077
H 3.68 -3.98 1.88  0.059
H -2.87 3.65 4.17  0.076
H -6.55 2.66 -0.65  0.098
H -3.84 3.78 2.77  0.074
H 8.61 -0.54 2.44  0.092
H -3.56 -0.11 0.34  0.080
H 1.34 -3.78 3.92  0.116
H -2.38 2.70 -1.76  0.094
H 0.00 -1.30 2.37  0.041
H -1.72 -2.75 2.51  0.070
H 0.75 -4.52 -1.46  0.098
H -0.39 5.47 -4.38  0.099
H -0.90 2.83 2.83  0.117
H 0.37 -4.78 -3.92  0.105
H -1.60 3.37 1.37  0.092
H 5.61 -3.19 0.97  0.082
H -5.46 -0.63 2.54  0.103
H 1.61 0.46 -0.72  -0.024
H 2.75 3.10 2.78  0.100
H -2.47 4.84 2.94  0.075
H 1.59 3.93 -0.85  0.081
H 1.06 -0.58 -4.86  0.056
H -0.44 2.63 -0.32  0.076
H 1.56 -5.03 2.69  0.115
H -2.33 3.86 -3.86  0.099
H -5.21 1.59 0.95  0.099
H 3.44 5.36 3.49  0.106
H -1.01 -1.61 -2.78  0.022
H 7.64 1.34 1.06  0.100
H -3.14 -0.73 3.05  0.089
H 4.51 6.84 1.90  0.109
H -5.22 -4.62 0.96  0.099
H -3.78 -4.38 -3.50  0.113
H 0.57 -4.15 1.43  0.075
H -0.75 0.09 -3.32  0.047
H -0.74 0.09 0.03  0.092
H 0.00 -1.50 0.21  0.082
H 1.59 5.34 -2.99  0.097
H 2.20 -0.58 0.57  0.053
H -3.38 -0.83 -2.09  0.071
H 0.81 -2.29 -4.56  0.037
H 5.58 0.87 -0.24  0.092
H 4.69 3.72 -1.01  0.105
H 3.08 -2.42 2.42  0.071

Summary:
HOMO energy (eV): -8.972
Calculated total energy (a.u.): -7085.0518
HOMO-LUMO gap (eV): 9.34
Spin multiplicity: 1

---

Below is C31H28AsN4O2SSn as an isolated structure, with properties calculated with wB97M-V/def2-TZVPD.

Last column: natural (NBO) charge in e.
Atoms and positions in Å:
Sn -1.61 0.87 -0.47  1.331
As 1.98 0.31 -0.83  0.892
S -3.50 2.04 0.79  -0.301
O -2.49 1.33 -2.76  -0.696
O -4.17 0.16 -3.59  -0.662
N -2.55 -1.31 -0.16  -0.549
N -5.08 1.92 -5.18  -0.858
N -5.07 2.93 -1.38  -0.407
N -1.31 0.06 1.83  -0.543
C 3.90 0.09 -1.09  -0.347
C -1.90 -1.10 2.15  0.181
C 0.99 -3.55 0.40  -0.220
C 4.42 0.57 -2.29  -0.208
C 1.08 2.87 0.15  -0.270
C 2.00 1.85 0.40  -0.245
C -1.97 -1.52 3.47  -0.207
C 2.88 2.00 1.47  -0.251
C -4.42 2.58 -0.49  0.064
C 4.76 -0.47 -0.15  -0.170
C -3.29 -3.35 -1.15  -0.231
C -2.73 -3.26 1.17  -0.207
C 1.83 4.08 2.07  -0.205
C 1.88 -1.27 1.73  -0.246
C -0.74 0.80 2.78  0.080
C 1.61 -2.44 2.44  -0.204
C 2.78 3.10 2.31  -0.206
C 6.12 -0.53 -0.40  -0.222
C 1.70 -1.23 0.35  -0.349
C -2.42 -1.91 1.03  0.189
C -1.38 -0.75 4.46  -0.130
C 1.27 -2.39 -0.30  -0.172
C -3.45 1.24 -3.51  0.839
C 5.78 0.50 -2.54  -0.204
C -2.98 -2.01 -1.22  0.074
C 0.99 3.98 0.98  -0.209
C -3.15 -3.99 0.08  -0.123
C -3.92 2.38 -4.40  -0.360
C 1.16 -3.57 1.78  -0.219
C 6.63 -0.04 -1.59  -0.195
C -0.73 0.42 4.11  -0.224
H 3.66 1.26 1.64  0.223
H 6.79 -0.97 0.34  0.219
H 2.23 -0.39 2.25  0.222
H -3.62 -3.88 -2.02  0.244
H -0.27 1.72 2.45  0.226
H -4.19 3.19 -3.72  0.266
H 3.74 0.99 -3.02  0.215
H -2.48 -2.44 3.74  0.231
H 1.16 -2.37 -1.38  0.213
H -4.87 0.40 -4.28  0.524
H 0.96 -4.48 2.34  0.220
H 6.18 0.86 -3.48  0.222
H -3.09 2.72 -5.02  0.236
H 1.77 -2.46 3.51  0.219
H -3.37 -5.04 0.18  0.238
H -0.24 1.04 4.85  0.243
H 1.77 4.94 2.72  0.226
H 3.45 3.19 3.16  0.224
H 0.47 2.82 -0.75  0.215
H 4.36 -0.88 0.78  0.204
H -1.42 -1.07 5.50  0.238
H 0.27 4.75 0.76  0.226
H -3.08 -1.46 -2.14  0.233
H 7.70 -0.08 -1.77  0.222
H -4.93 2.00 -6.18  0.391
H -5.91 2.44 -4.94  0.397
H 0.65 -4.43 -0.12  0.218
H -2.60 -3.75 2.13  0.233

Summary:
HOMO energy (eV): -10.669
Calculated total energy (a.u.): -4415.7444
HOMO-LUMO gap (eV): 7.28
Spin multiplicity: 1
Net charge: +1

---

Below is one molecule with the formula C5H7NO at a distorted geometry, with properties calculated with wB97M-V/def2-TZVPD.

Last column: natural (NBO) charge in e.
Atoms and positions in Å:
O -2.58 -1.83 -0.44  -0.695
N 0.86 2.05 0.54  -0.550
C 0.40 -0.26 0.41  -0.034
C 1.71 2.47 -0.39  -0.085
C 1.28 0.73 1.04  -0.307
C -0.34 -0.99 -0.21  -0.026
C -1.24 -1.94 -0.87  -0.134
H 1.36 0.63 2.12  0.218
H 1.11 2.96 -1.16  0.097
H 2.28 0.66 0.59  0.268
H -2.59 -1.91 0.52  0.468
H -0.84 -2.96 -0.70  0.190
H -0.15 2.17 0.49  0.379
H -1.25 -1.78 -1.95  0.210

Summary:
HOMO energy (eV): -8.466
Calculated total energy (a.u.): -324.5336
HOMO-LUMO gap (eV): 9.13
Spin multiplicity: 1

---

Below is one molecule with the formula C21H22N4OS at a distorted geometry, with properties calculated with wB97M-V/def2-TZVPD.

Last column: natural (NBO) charge in e.
Atoms and positions in Å:
S 2.25 -1.78 0.20  0.249
O 1.70 1.65 1.29  -0.645
N 4.37 -0.79 -1.19  -0.260
N 4.61 -0.08 -2.30  -0.287
N 2.44 -0.19 -2.04  -0.409
N 0.06 0.15 1.61  -0.430
C -3.24 -2.15 4.17  -0.215
C 3.46 0.28 -2.81  0.348
C 2.40 -0.60 1.59  -0.606
C -1.73 -1.22 2.55  -0.063
C -0.43 -1.20 1.81  -0.239
C -2.00 -2.14 3.55  -0.189
C -2.30 0.68 1.13  -0.451
C 0.45 1.24 -2.05  -0.017
C 3.09 -0.87 -1.03  0.131
C 3.29 1.00 -4.10  -0.665
C -1.10 -1.06 -2.52  -0.228
C 0.28 -1.16 -2.40  -0.204
C -2.70 -0.30 2.18  0.072
C -1.70 0.18 -2.43  -0.205
C 1.25 2.46 -1.72  -0.662
C 1.36 0.50 1.49  0.670
C 1.04 -0.03 -2.18  0.191
C -0.92 1.23 1.49  -0.206
C -3.94 -0.30 2.81  -0.233
C -0.93 1.31 -2.19  -0.210
C -4.20 -1.22 3.81  -0.203
H -0.57 -1.67 0.82  0.216
H 2.24 1.07 -4.36  0.228
H -3.45 -2.87 4.95  0.215
H -1.25 -2.86 3.84  0.209
H 2.12 2.57 -2.36  0.219
H -1.41 2.27 -2.11  0.215
H 3.39 -0.15 1.54  0.270
H -4.68 0.43 2.53  0.211
H 0.63 3.35 -1.82  0.217
H -3.01 1.51 1.06  0.222
H 3.82 0.46 -4.88  0.246
H -1.69 -1.95 -2.69  0.221
H 0.31 -1.79 2.35  0.212
H -2.77 0.28 -2.53  0.219
H 2.31 -1.18 2.51  0.237
H -5.17 -1.22 4.30  0.214
H 1.60 2.40 -0.69  0.277
H 3.72 2.00 -4.03  0.239
H -0.97 1.77 2.44  0.199
H -2.25 0.19 0.15  0.223
H -0.56 1.92 0.72  0.228
H 0.77 -2.12 -2.47  0.225

Summary:
HOMO energy (eV): -8.957
Calculated total energy (a.u.): -1505.9165
HOMO-LUMO gap (eV): 9.47
Spin multiplicity: 1

---

Number 1: molar mass 406.51 g mol⁻¹. Number 2: molar mass 402.56 g mol⁻¹. Number 3: molar mass 219.10 g mol⁻¹. Number 4: molar mass 838.64 g mol⁻¹. Number 5: molar mass 794.75 g mol⁻¹. Number 6: molar mass 714.29 g mol⁻¹. Number 7: molar mass 97.12 g mol⁻¹. Number 8: molar mass 378.50 g mol⁻¹.